Record 1
Computed, not measured: a structure of composition C5H7N3 at a distorted geometry, with wB97M-V/def2-TZVPD.

```
15
C5H7N3 wB97M-V/def2-TZVPD
C -0.285 2.587 -0.683
C -0.416 1.013 -0.452
C -1.445 -0.675 0.623
C 0.690 -0.821 0.085
C 1.877 -1.731 0.293
H -0.254 2.918 -1.687
H -1.092 3.068 -0.117
H 0.751 3.018 -0.211
H -2.367 -1.229 1.086
H 2.912 -1.314 -0.150
H 1.666 -2.571 -0.477
H 2.033 -2.478 1.405
N -1.436 0.561 -0.014
N -0.358 -1.442 0.663
N 0.912 0.359 -0.513
```

Computed properties:
- energy relative to the best compared isomer or geometry (same formula, charge and spin) (kcal per mole) = 76.7
- electronic energy (Eh) = -358.89614
- net charge = 0
- HOMO-LUMO gap (eV) = 9.90
- HOMO level (Eh) = -0.361

=====

Record 2
Computed, not measured: a cluster of 14 separate species, C5H38N2O14 in total at a distorted geometry, with wB97M-V/def2-TZVPD.

```
59
C5H38N2O14 wB97M-V/def2-TZVPD
O 2.002 -3.267 1.243
C 2.158 -2.132 1.645
C 0.987 -1.181 1.655
C 0.798 -0.551 0.251
C -0.427 0.357 0.306
C -0.327 1.476 -0.735
N -1.342 2.508 -0.464
N -0.206 -1.860 2.211
H 3.161 -1.843 1.931
H 1.108 -0.306 2.304
H 0.651 -1.313 -0.522
H 1.690 0.012 0.002
H -0.485 0.856 1.268
H -1.360 -0.133 0.032
H -0.662 1.107 -1.720
H 0.736 1.696 -0.899
H -1.388 2.559 0.544
H -1.184 3.412 -0.877
H -0.036 -2.858 2.155
H -1.023 -1.579 1.682
H -0.775 -2.328 -3.279
H 0.699 -3.002 -3.222
O -0.242 -3.112 -3.078
H -1.012 2.066 -4.623
H -0.953 2.447 -3.199
O -0.606 2.734 -4.055
H -3.216 0.301 -1.409
H -3.611 1.788 -1.695
O -3.948 0.927 -1.461
H -3.291 -1.508 -3.136
H -2.668 -2.863 -3.320
O -2.658 -1.976 -3.700
H -2.283 -2.237 -0.903
H -3.751 -2.027 -0.214
O -3.023 -1.618 -0.679
H 4.406 -0.468 -0.028
H 3.974 0.833 0.708
O 3.798 -0.107 0.628
H 5.048 -1.042 -1.862
H 4.770 0.452 -1.928
O 5.349 -0.198 -1.506
H -0.633 -3.192 0.165
H -0.668 -3.533 -1.370
O -1.187 -3.547 -0.539
H 0.257 2.192 2.520
H -0.146 3.171 3.534
O 0.528 3.051 2.849
H -4.337 -0.388 3.105
H -4.008 0.624 2.055
O -4.052 0.527 3.019
H 2.721 1.527 3.620
H 2.137 2.903 3.974
O 2.851 2.284 4.195
H 4.115 2.602 -2.827
H 2.714 2.109 -2.758
O 3.585 1.943 -2.372
H -1.194 0.186 4.113
H -2.262 0.759 3.328
O -1.277 0.764 3.342
```

Computed properties:
- energy relative to the best compared isomer or geometry (same formula, charge and spin) (kcal per mole) = 104.4
- electronic energy (Eh) = -1376.14589
- net charge = 0
- HOMO-LUMO gap (eV) = 9.43
- HOMO level (Eh) = -0.351

=====

Record 3
Computed, not measured: a cluster of 6 separate species, C30H50FO11PS5 in total at a distorted geometry, with wB97M-V/def2-TZVPD.

```
98
C30H50FO11PS5 wB97M-V/def2-TZVPD
C 1.962 2.007 5.424
C 1.683 2.100 3.873
O 2.608 2.189 3.119
O 0.321 2.115 3.520
C 0.074 1.559 2.250
O 0.422 2.136 1.263
C -0.711 0.208 2.091
C -1.914 0.482 1.148
C -2.001 -0.108 -0.076
C -0.980 -1.141 -0.673
C 0.507 -0.651 -0.691
C 1.519 -1.536 -0.050
C 2.939 -1.245 -0.016
C 3.395 0.005 -0.606
C 2.407 0.898 -1.226
C 2.998 2.236 -1.813
C 0.982 0.582 -1.298
C -3.279 0.273 -0.929
O -3.668 -0.431 -1.829
C -4.071 1.574 -0.556
C -5.054 2.267 -1.568
C -6.562 2.030 -1.185
F -4.737 1.920 -2.888
C -3.952 2.144 0.684
P -4.879 3.662 1.262
O -4.576 4.084 2.670
C -2.995 1.467 1.697
O -3.034 1.609 2.894
H 1.909 3.063 5.810
H 1.089 1.465 5.863
H 2.947 1.531 5.611
H -0.078 -0.662 1.808
H -1.143 -0.021 3.110
H -1.045 -2.149 -0.190
H -1.277 -1.309 -1.749
H 1.169 -2.484 0.430
H 3.607 -2.000 0.467
H 4.476 0.256 -0.568
H 3.388 2.844 -0.957
H 3.855 2.048 -2.500
H 2.138 2.779 -2.274
H 0.260 1.277 -1.795
H -4.856 3.374 -1.469
H -7.051 1.398 -1.969
H -7.088 3.025 -1.169
H -6.696 1.575 -0.172
H -4.604 4.743 0.375
H -6.282 3.379 1.206
C 5.776 4.176 1.630
S 5.125 4.905 0.117
O 5.802 4.236 -1.029
C 5.901 6.518 0.334
H 5.443 3.140 1.682
H 6.867 4.207 1.619
H 5.392 4.723 2.492
H 6.984 6.403 0.404
H 5.513 6.990 1.238
H 5.657 7.135 -0.529
C 0.887 -6.068 -3.096
S 0.328 -5.813 -1.402
O 0.139 -4.342 -1.214
C 1.885 -6.282 -0.624
H 0.075 -5.797 -3.772
H 1.753 -5.438 -3.303
H 1.143 -7.118 -3.242
H 2.689 -5.639 -0.985
H 2.105 -7.326 -0.851
H 1.780 -6.161 0.454
C 5.203 2.011 9.322
S 4.809 3.577 8.520
O 3.778 3.298 7.481
C 6.390 3.760 7.675
H 4.329 1.683 9.883
H 5.455 1.261 8.570
H 6.040 2.154 10.006
H 6.567 2.901 7.026
H 7.189 3.847 8.412
H 6.354 4.667 7.073
C -2.031 -2.882 -4.238
S -2.216 -3.528 -5.913
O -0.978 -4.303 -6.231
C -2.085 -1.935 -6.747
H -2.045 -3.718 -3.540
H -1.082 -2.350 -4.147
H -2.860 -2.213 -4.010
H -1.134 -1.462 -6.498
H -2.915 -1.296 -6.443
H -2.135 -2.105 -7.822
C -5.517 -5.827 -5.481
S -6.019 -4.252 -4.764
O -4.853 -3.714 -4.005
C -7.168 -4.946 -3.563
H -4.761 -5.633 -6.241
H -5.097 -6.471 -4.707
H -6.380 -6.308 -5.944
H -6.646 -5.645 -2.909
H -7.979 -5.455 -4.087
H -7.578 -4.130 -2.969
```

Computed properties:
- electronic energy (Eh) = -4432.66103
- net charge = 0
- HOMO-LUMO gap (eV) = 6.85
- HOMO level (Eh) = -0.294

=====

Record 4
Computed, not measured: a cluster of 13 separate species, C69H71N13O23 in total at a distorted geometry, with wB97M-V/def2-TZVPD.

```
176
C69H71N13O23 wB97M-V/def2-TZVPD
C 2.644 -3.174 6.323
C 4.030 -3.329 6.443
C 4.823 -2.432 5.682
C 4.226 -1.567 4.734
C 2.842 -1.400 4.670
C 2.051 -2.226 5.459
N 5.042 -0.701 3.859
O 6.230 -0.861 3.777
O 4.394 0.189 3.347
H 2.011 -3.890 6.781
H 4.465 -4.159 6.979
H 5.880 -2.628 5.638
H 2.409 -0.653 4.006
H 1.002 -2.054 5.411
C -1.401 -3.022 3.884
C -0.454 -2.661 2.880
C 0.172 -3.582 2.142
C -0.234 -4.945 2.355
C -1.278 -5.248 3.200
C -1.806 -4.321 4.028
N 0.399 -6.020 1.553
O 1.320 -5.687 0.810
O 0.101 -7.185 1.706
H -1.878 -2.205 4.447
H -0.160 -1.628 2.750
H 1.019 -3.367 1.509
H -1.397 -6.339 3.334
H -2.641 -4.541 4.661
C 7.318 0.157 -0.309
C 5.954 0.178 -0.355
C 5.308 0.779 -1.443
C 6.047 1.299 -2.494
C 7.424 1.308 -2.470
C 8.074 0.741 -1.340
N 5.378 2.073 -3.496
O 4.153 1.983 -3.568
O 6.070 2.785 -4.194
H 7.826 -0.274 0.514
H 5.359 -0.176 0.491
H 4.219 0.972 -1.400
H 7.965 1.922 -3.206
H 9.182 0.871 -1.296
C 3.300 4.088 1.110
C 2.547 4.816 0.304
C 1.239 5.007 0.638
C 0.700 4.366 1.727
C 1.460 3.531 2.560
C 2.799 3.453 2.272
N -0.761 4.478 1.974
O -1.147 3.876 2.932
O -1.454 5.180 1.248
H 4.409 3.975 0.935
H 3.008 5.344 -0.505
H 0.621 5.713 0.094
H 1.114 2.985 3.403
H 3.529 2.871 2.842
C -5.823 3.774 -1.662
C -6.579 3.078 -0.715
C -6.412 1.672 -0.564
C -5.516 1.104 -1.425
C -4.819 1.756 -2.444
C -4.962 3.122 -2.521
N -5.269 -0.381 -1.466
O -6.088 -1.112 -1.010
O -4.212 -0.711 -1.972
H -6.043 4.831 -1.822
H -7.344 3.709 -0.131
H -6.907 1.077 0.222
H -4.239 1.119 -3.086
H -4.382 3.666 -3.250
C -2.636 -4.855 -4.018
C -3.843 -4.652 -3.423
C -3.932 -3.990 -2.216
C -2.777 -3.493 -1.741
C -1.568 -3.527 -2.350
C -1.461 -4.300 -3.514
N -2.774 -2.985 -0.348
O -3.785 -3.056 0.278
O -1.740 -2.534 0.046
H -2.544 -5.457 -4.928
H -4.636 -5.112 -3.924
H -4.908 -3.783 -1.799
H -0.640 -3.023 -1.927
H -0.583 -4.470 -4.139
C -0.531 2.771 -2.831
C 0.800 3.195 -2.760
C 1.150 4.501 -3.081
C 0.193 5.370 -3.518
C -1.141 4.958 -3.654
C -1.498 3.608 -3.344
N 0.526 6.751 -3.900
O 1.572 7.106 -3.375
O -0.163 7.443 -4.604
H -0.742 1.745 -2.680
H 1.539 2.516 -2.419
H 2.176 4.820 -2.962
H -1.855 5.659 -4.100
H -2.502 3.285 -3.454
C 4.963 -6.295 -2.074
C 3.983 -6.218 -1.124
C 4.049 -5.229 -0.108
C 5.291 -4.560 0.075
C 6.243 -4.540 -0.920
C 6.060 -5.387 -2.013
N 5.453 -3.706 1.300
O 4.463 -3.403 1.934
O 6.564 -3.332 1.519
H 4.910 -7.102 -2.791
H 3.163 -6.911 -1.177
H 3.248 -5.103 0.586
H 7.143 -3.928 -0.899
H 6.792 -5.255 -2.824
C -3.977 0.957 2.871
C -4.225 2.301 2.737
C -5.514 2.733 3.036
C -6.488 1.806 3.355
C -6.207 0.432 3.530
C -4.907 0.017 3.280
N -7.881 2.230 3.801
O -8.190 3.394 3.599
O -8.565 1.351 4.273
H -3.024 0.560 2.647
H -3.599 3.068 2.357
H -5.763 3.809 3.023
H -7.013 -0.254 3.720
H -4.647 -1.032 3.244
C -2.206 0.792 -5.508
C -3.228 1.327 -6.267
C -4.401 0.583 -6.396
C -4.479 -0.622 -5.802
C -3.471 -1.242 -5.132
C -2.328 -0.542 -4.996
N -5.800 -1.314 -5.902
O -6.764 -0.702 -6.312
O -5.879 -2.462 -5.425
H -1.258 1.311 -5.423
H -3.083 2.355 -6.700
H -5.294 0.988 -6.979
H -3.651 -2.296 -4.945
H -1.567 -1.083 -4.440
C 0.057 5.442 6.333
C -0.253 4.155 7.011
O -0.238 4.073 8.229
N -0.750 3.149 6.183
C -1.399 2.010 6.756
H -0.276 5.587 5.293
H 1.142 5.513 6.303
H -0.193 6.299 6.977
H -1.081 3.657 5.376
H -1.690 1.288 5.968
H -2.349 2.254 7.272
H -0.580 1.560 7.374
C -1.623 0.556 -0.185
C -0.330 0.506 0.587
O -0.291 0.759 1.762
N 0.732 0.162 -0.170
C 2.087 0.086 0.355
H -2.375 -0.008 0.387
H -1.513 0.043 -1.103
H -2.054 1.562 -0.353
H 0.482 0.048 -1.141
H 2.724 0.901 0.188
H 2.587 -0.853 -0.036
H 1.970 0.011 1.481
C 1.600 -0.418 -5.254
C 1.760 -1.009 -3.868
O 0.880 -0.887 -2.995
N 2.889 -1.607 -3.531
C 3.003 -2.288 -2.261
H 0.527 -0.470 -5.566
H 2.248 -0.984 -5.892
H 1.946 0.593 -5.119
H 3.722 -1.502 -4.102
H 2.135 -2.192 -1.587
H 3.879 -1.979 -1.703
H 3.155 -3.374 -2.505
```

Computed properties:
- electronic energy (Eh) = -5113.31035
- net charge = 0
- HOMO-LUMO gap (eV) = 8.19
- HOMO level (Eh) = -0.343

=====

Record 5
Computed, not measured: a cluster of 2 separate species, CH4ClFSi in total at a distorted geometry, with wB97M-V/def2-TZVPD.

```
8
CH4ClFSi wB97M-V/def2-TZVPD
C 1.980 -0.622 -0.620
F -2.523 1.997 0.282
Si -1.945 0.800 1.129
Cl -3.068 -0.911 0.414
H 1.996 0.330 -1.053
H 1.273 -1.374 -0.995
H 2.848 -0.944 -0.135
H -0.561 0.724 0.977
```

Computed properties:
- energy relative to the best compared isomer or geometry (same formula, charge and spin) (kcal per mole) = 47.7
- electronic energy (Eh) = -890.00533
- net charge = 0
- HOMO-LUMO gap (alpha / beta) (eV) = 8.44 / 7.92
- HOMO level (alpha / beta) (Eh) = -0.316 / -0.338

=====

Record 6
Computed, not measured: a cluster of 2 separate species, C16H27Cl2F2N2O3P2S in total at a distorted geometry, with wB97M-V/def2-TZVPD.

```
55
C16H27Cl2F2N2O3P2S wB97M-V/def2-TZVPD
C -2.230 1.199 2.387
C -1.383 2.134 1.518
P -1.761 2.165 -0.300
C -2.935 0.774 -0.609
C -4.379 1.106 -0.191
P 0.239 1.617 -1.241
C 0.229 -0.096 -0.461
C 0.913 -0.341 0.724
C 0.832 -1.595 1.305
C 0.076 -2.580 0.679
N -0.577 -2.376 -0.466
C -0.485 -1.162 -1.006
C 0.365 3.366 -2.129
Cl 0.709 4.631 -0.905
C -0.843 3.676 -3.004
C -1.702 4.874 -2.659
Cl -0.258 3.942 -4.730
N 2.070 1.212 -2.004
C 2.354 -0.077 -2.352
O 3.227 -0.815 -2.030
F 1.409 -0.501 -3.251
C 3.108 1.811 -1.292
O 3.639 1.505 -0.282
F 3.490 2.957 -1.933
H -1.707 0.970 3.317
H -3.169 1.678 2.669
H -2.449 0.255 1.895
H -0.324 1.906 1.660
H -1.515 3.160 1.861
H -2.873 0.543 -1.672
H -2.610 -0.128 -0.088
H -4.518 2.181 -0.082
H -5.090 0.724 -0.924
H -4.611 0.635 0.763
H 0.915 2.147 -0.091
H -0.365 1.118 -2.450
H 1.506 0.446 1.177
H 1.337 -1.822 2.235
H 0.000 -3.558 1.132
H -1.013 -1.015 -1.942
H 1.245 3.351 -2.758
H -1.451 2.777 -3.093
H -1.996 4.818 -1.613
H -1.149 5.794 -2.829
H -2.602 4.865 -3.272
C 3.147 -4.713 3.403
S 2.086 -5.332 2.092
O 0.692 -5.210 2.590
C 2.529 -7.063 2.299
H 2.988 -3.639 3.467
H 2.872 -5.190 4.344
H 4.188 -4.916 3.152
H 2.299 -7.376 3.317
H 3.590 -7.194 2.082
H 1.936 -7.636 1.590
```

Computed properties:
- electronic energy (Eh) = -3162.13597
- net charge = -1
- HOMO-LUMO gap (eV) = 6.75
- HOMO level (Eh) = -0.168

=====

Record 7
Computed, not measured: an isolated molecule of C18H26O4S at a distorted geometry, with wB97M-V/def2-TZVPD.

```
49
C18H26O4S wB97M-V/def2-TZVPD
O -2.228 3.180 3.577
C -1.633 -3.260 3.433
C -1.339 -2.078 3.562
O -4.395 3.093 2.778
O 0.566 -0.497 1.925
O -2.780 1.222 2.251
C 1.283 -0.153 -0.324
C 2.153 1.296 1.321
C 2.093 0.481 -1.262
C 2.925 1.979 0.368
C 1.326 0.220 1.021
C 2.950 1.574 -0.984
S -2.816 2.890 2.274
C -1.979 -4.659 3.324
C -2.785 -0.128 -0.522
C 3.339 2.061 -3.446
C 5.281 1.417 -1.982
C 4.323 3.648 -1.730
C -1.041 -0.654 3.808
C -2.109 -0.576 0.768
C -0.502 0.180 2.614
C -1.607 0.609 1.634
C 3.918 2.193 -2.019
H -4.476 2.553 3.548
H 0.659 -0.992 -0.634
H 2.274 1.599 2.362
H 2.061 0.065 -2.262
H 3.498 2.796 0.728
H -1.933 -5.041 2.282
H -2.998 -4.870 3.669
H -1.327 -5.271 3.929
H -3.111 -0.992 -1.086
H -2.087 0.451 -1.101
H -3.610 0.498 -0.296
H 3.854 2.715 -4.090
H 3.461 1.052 -3.877
H 2.277 2.295 -3.465
H 5.098 0.367 -2.242
H 5.736 1.487 -0.993
H 5.942 1.817 -2.767
H 3.446 4.252 -1.457
H 4.770 4.123 -2.622
H 5.006 3.693 -0.883
H -0.260 -0.601 4.573
H -1.935 -0.161 4.233
H -2.833 -1.150 1.357
H -1.303 -1.249 0.551
H -0.081 1.087 3.099
H -1.141 1.370 0.985
```

Computed properties:
- energy relative to the best compared isomer or geometry (same formula, charge and spin) (kcal per mole) = 1.1
- electronic energy (Eh) = -1400.52581
- net charge = 0
- HOMO-LUMO gap (eV) = 9.49
- HOMO level (Eh) = -0.325

=====

Record 8
Computed, not measured: the ion C5H12N with charge +1 at a distorted geometry, with wB97M-V/def2-TZVPD.

```
18
C5H12N wB97M-V/def2-TZVPD
C -2.626 -0.517 -0.696
C -1.652 -0.343 0.224
C -0.553 0.595 0.036
C 0.759 -0.143 -0.237
C 1.177 -0.791 1.082
N 1.795 0.889 -0.603
H -3.517 -1.178 -0.693
H -2.633 0.306 -1.438
H -2.040 -0.864 1.202
H -0.464 1.257 0.927
H -0.784 1.140 -0.902
H 0.617 -0.826 -1.114
H 1.263 -0.005 1.858
H 1.985 -1.454 0.870
H 0.413 -1.503 1.524
H 1.508 1.331 -1.465
H 1.925 1.548 0.228
H 2.828 0.557 -0.803
```

Computed properties:
- energy relative to the best compared isomer or geometry (same formula, charge and spin) (kcal per mole) = 48.1
- electronic energy (Eh) = -252.15442
- net charge = +1
- HOMO-LUMO gap (eV) = 9.51
- HOMO level (Eh) = -0.488